No. 1
C22H32IrN5S2 | the ωB97M-V functional and the def2-TZVPD basis

Properties
* multiplicity: 6
* gap between HOMO and LUMO (alpha / beta): 7.0 / 5.3 eV
* charge: +3
* <S²>: 8.7940
* HOMO (alpha / beta): -14.920 / -16.741 eV

Positions of all 62 atoms, in Å:
1 H 2.56465 -2.38079 2.04057
2 H 0.37402 1.26086 2.38991
3 H -2.98681 -2.86070 -2.86456
4 C -2.81625 2.72850 0.73592
5 H 6.30540 -0.52590 -4.11676
6 H -3.45548 0.86456 0.34050
7 H 5.37667 -0.17003 -0.09268
8 N 0.09843 1.16798 -1.81896
9 H -2.39544 -4.28111 -1.99915
10 H -2.23681 -0.47026 -1.99219
11 H -1.70540 -2.50409 2.24404
12 H 7.33785 0.03571 -2.20891
13 H 0.99900 6.91962 1.35216
14 C -0.76567 3.55674 0.67985
15 H 7.54635 -1.44171 -1.23248
16 C 4.68461 -0.97058 -1.74443
17 N 4.78339 -1.45742 -2.96572
18 N -3.72829 1.80075 0.62909
19 N -1.50252 2.45706 0.51767
20 H 0.14467 3.23895 -4.19464
21 C 0.48210 5.98864 1.15706
22 C 1.61728 -1.85618 2.02678
23 C 7.11693 -0.44261 -1.26125
24 H 5.62226 -2.00883 -4.77928
25 S 3.06324 -0.98383 -1.03344
26 C -1.51866 4.73600 1.05515
27 H -0.01690 -3.51134 -2.15697
28 C 0.42088 -2.58776 2.07528
29 H 7.56294 0.14738 -0.46676
30 H 2.31642 4.94451 0.66724
31 H -0.48059 -2.04361 -3.02273
32 H -3.07277 -0.97436 -0.49663
33 H 1.21635 2.77345 0.23661
34 C -0.84406 -0.52481 2.14801
35 C 5.94946 -1.52142 -3.86667
36 Ir -0.73095 0.29735 -0.01486
37 H 2.51386 0.08605 2.07858
38 H -1.43947 -2.85361 -0.24111
39 H 3.93342 -1.86952 -3.32000
40 C 0.64992 3.64653 0.53169
41 H 0.72373 1.70102 -4.86542
42 H -4.70876 1.99172 0.79020
43 C -0.78915 -1.93738 2.13913
44 C -0.34167 -2.47880 -2.02803
45 C -2.11559 -0.98119 -1.02824
46 C 1.59008 -0.47744 2.04240
47 H 6.74863 -2.11119 -3.42706
48 H -1.75065 -0.04590 2.50362
49 N 5.66264 -0.47937 -1.00863
50 H -1.46375 6.82128 1.57215
51 H 0.46250 -1.93296 -1.52578
52 H 0.45311 -3.66895 2.11342
53 C 1.24462 4.84272 0.76879
54 C -1.63124 -2.41091 -1.22166
55 C -0.02576 2.16377 -4.22538
56 H -3.63816 -3.26589 -1.26934
57 C 0.36738 0.21347 2.11165
58 C 0.05045 1.60723 -2.87862
59 C -2.73275 -3.25148 -1.87631
60 S -3.20326 4.37109 1.16742
61 C -0.90092 5.94122 1.29019
62 H -1.01346 1.97115 -4.64397

Forces on atoms 1 to 6 (eV/Å):
H -0.0185 -0.0008 -0.0215
H -0.0330 0.0163 -0.0587
H -0.0132 -0.0119 0.0158
C -0.0569 0.0405 0.0374
H -0.0336 0.0176 -0.0036
H 0.0590 0.0231 -0.0042

=====

No. 2
C22H32N2O5 | the ωB97M-V functional and the def2-TZVPD basis

Properties
* gap between HOMO and LUMO: 9.3 eV
* SMILES: COCC(=O)N1CCC(Oc2ccc(C(=O)N[C@@H]3CCOC(C)(C)C3)cc2)CC1
* HOMO: -8.693 eV

Positions of all 61 atoms, in Å:
1 H -2.71062 -0.83352 -3.46202
2 C 4.69264 -3.52672 2.94861
3 H -1.85453 0.10299 0.80146
4 N -4.00861 2.27913 -3.32528
5 C 3.48356 -4.05514 2.16988
6 C 5.56232 -4.71689 3.37731
7 N 3.41506 -0.86645 2.77447
8 C -2.69067 0.23083 -3.22909
9 H 2.98196 -4.82982 2.74290
10 H -0.42824 -0.21293 2.76514
11 H 4.91097 -2.90068 5.02588
12 H -6.58667 3.44966 -5.08857
13 H -1.93326 0.69596 -3.86114
14 H -4.80812 0.39407 -2.85821
15 H 1.63499 0.35576 -1.65577
16 C 5.71848 -0.79052 3.54859
17 C -2.82476 1.78784 -1.25128
18 C -7.52002 1.99781 -3.16941
19 C -4.05555 0.84356 -3.51829
20 C -4.85571 3.16593 -3.88407
21 H 5.70246 0.18959 3.07134
22 H 5.86512 -5.28596 2.50177
23 C -0.78364 0.07968 0.67579
24 H -2.04580 2.90918 -2.92173
25 H 7.10144 -2.43222 3.16926
26 H 6.29589 -0.70845 4.46927
27 O -0.86368 0.40573 -1.74970
28 H -8.06693 1.12304 -2.82291
29 H -6.92060 2.40701 -2.34824
30 H -4.34726 0.62092 -4.54599
31 C 0.01635 -0.10144 1.78764
32 O 1.72772 -0.06634 4.04013
33 C -2.99983 2.76933 -2.40117
34 H -5.48763 2.19052 -5.70673
35 C 1.40198 -0.14255 1.68731
36 H 3.90594 -0.64729 4.74532
37 H 6.86712 -1.36541 1.77775
38 H 2.77313 -3.26021 1.96108
39 H 3.82091 -4.47437 1.22545
40 H 3.72137 -1.19769 1.87259
41 C 6.35776 -1.84222 2.61823
42 O -4.76785 4.36499 -3.68501
43 H 3.05833 0.04420 0.31765
44 C -2.28139 0.44147 -1.76526
45 C 2.17920 -0.34560 2.94342
46 C -0.19804 0.23487 -0.57753
47 H -3.33510 3.74567 -2.04323
48 H 4.99709 -5.36307 4.04305
49 C 4.24648 -2.70926 4.18162
50 O 5.40206 -2.69161 2.02678
51 H 6.45625 -4.38495 3.89992
52 C -5.94573 2.60378 -4.80305
53 H 3.23730 -3.00083 4.47145
54 H -2.12890 2.20734 -0.52389
55 O -6.71057 1.56485 -4.23688
56 H -3.78482 1.63419 -0.75566
57 C 4.28130 -1.20456 3.88086
58 C 1.98447 0.02919 0.43273
59 C 1.19568 0.21720 -0.68034
60 H -2.67410 -0.37987 -1.14968
61 H -8.22859 2.76635 -3.49875

Forces on atoms 1 to 6 (eV/Å):
H 0.0245 0.0120 -0.0402
C -0.2734 -0.5279 0.2496
H -0.1015 0.0124 -0.0266
N 0.2459 -0.0578 0.1839
C 0.3456 0.2215 0.0624
C -0.0672 0.3854 -0.2551

=====

No. 3
C22H32N4O3S | the ωB97M-V functional and the def2-TZVPD basis

Properties
* gap between HOMO and LUMO: 8.0 eV
* SMILES: CCOc1ccc2nc(N3CCC[C@H](C(=O)NCCCN4CCOCC4)C3)sc2c1
* HOMO: -7.469 eV

Positions of all 62 atoms, in Å:
1 H -1.05524 0.92603 0.65562
2 C 1.38080 -2.01889 -0.40321
3 H -0.70397 2.14698 1.91307
4 C 0.51426 2.86203 -0.39831
5 H 1.95897 0.30416 0.03625
6 H 3.75956 -1.51254 -2.38689
7 C 1.51571 3.11923 0.73205
8 H -2.77650 -0.56803 -0.90162
9 C -1.26341 1.95360 0.99804
10 H -6.21173 -0.83702 0.37238
11 C 4.36811 -0.12490 -0.87432
12 C -0.50662 -2.69825 0.51053
13 C -2.40707 -1.37381 -0.28930
14 H 1.27393 1.35635 2.00821
15 H 4.88469 0.45693 -1.64587
16 H -2.94476 3.06140 1.77135
17 H -3.05908 1.29071 2.01019
18 C 5.38838 -1.05909 -0.20712
19 O 4.72512 1.65986 0.66852
20 H -6.04020 -0.69027 -2.10595
21 N -0.88604 2.93623 -0.00582
22 C -2.70548 -3.14843 1.32271
23 H 5.91791 -1.62923 -0.97420
24 C 3.91482 0.90569 0.16870
25 H 4.19155 -1.44948 1.54006
26 C 4.67613 -2.01650 0.74339
27 H 0.64862 3.63808 -1.15744
28 H 2.37750 3.63658 0.30750
29 C -2.75308 2.07764 1.31800
30 C -1.72798 2.77203 -1.18074
31 C 3.28239 -0.96342 -1.56204
32 C -5.47682 -1.44281 -1.56114
33 H 0.73326 1.89440 -0.88193
34 H -3.38374 3.90215 -0.38931
35 H -1.47855 3.55110 -1.90452
36 H -3.38687 -3.70686 1.94464
37 C -1.36070 -3.43837 1.32046
38 C -3.24323 -2.12185 0.53237
39 N 2.69013 -1.92143 -0.66220
40 H -4.71336 -0.01487 -0.10573
41 C 3.62535 -2.81993 -0.01902
42 H 2.50738 -0.32788 -1.99638
43 H -4.53265 -1.61420 -2.07239
44 H -1.55994 1.78709 -1.65526
45 H -6.03840 -2.37413 -1.56030
46 H 2.85615 2.16361 2.11168
47 H 6.11541 -0.45442 0.33580
48 N 0.84875 -2.84898 0.41412
49 H 3.05858 -3.46947 0.64730
50 H -0.95615 -4.22578 1.93526
51 C -1.05932 -1.67861 -0.28582
52 H 4.11365 -3.43167 -0.78866
53 O -3.55193 1.92732 0.16751
54 H 5.39338 -2.70032 1.19800
55 C -3.19809 2.89582 -0.79201
56 H 1.06094 3.77883 1.47098
57 O -4.58288 -1.93980 0.66353
58 S 0.20735 -0.90469 -1.21023
59 H -3.84213 2.72531 -1.65701
60 C -5.24820 -0.97067 -0.12756
61 C 2.05207 1.86320 1.43487
62 N 2.61325 0.90427 0.50917

Forces on atoms 1 to 6 (eV/Å):
H 0.0347 0.0284 0.0897
C -0.8627 0.3463 -0.3593
H 0.0063 -0.0700 0.0356
C 0.1121 0.2175 0.0607
H 0.1273 -0.0270 0.0431
H -0.0735 0.1267 -0.0061

=====

What did we get for relative energy (zero: lowest compared OMol25 entry of this formula, charge and spin)? Answer: 0.677 2.216 0.780 eV, in the order shown.